2 unconnected molecules or ions with the total composition C25H27F12I2N2O10P, computed with ωB97M-V/def2-TZVPD.

The geometry in ORCA input format:
```
! wB97M-V def2-TZVPD RIJCOSX def2/J DEFGRID3
* xyz 0 1
C 3.923 2.976 2.756
C 2.835 3.578 1.864
I 2.282 5.525 2.662
C 3.132 3.752 0.366
I 5.097 4.588 0.116
C 2.856 2.541 -0.594
N 2.733 3.172 -1.917
C 3.905 1.396 -0.579
C 4.997 1.467 -1.644
C 4.594 0.798 -2.934
O 3.625 0.106 -3.091
O 5.452 1.079 -3.937
C 1.416 1.969 -0.341
O 0.564 3.056 0.029
C -0.559 3.270 -0.756
F -0.243 3.274 -2.099
C -1.555 2.076 -0.613
O -1.413 1.127 -1.321
C -2.717 2.064 0.409
F -2.243 2.180 1.674
F -3.540 3.101 0.163
C -3.587 0.775 0.349
F -4.043 0.579 -0.906
F -4.672 1.011 1.131
C -2.917 -0.542 0.877
F -3.305 -0.731 2.168
F -1.578 -0.444 0.858
C -3.351 -1.771 0.035
O -2.657 -2.231 -0.802
O -4.538 -2.298 0.386
P -1.154 5.002 -0.416
O -2.318 5.331 -1.230
O -1.330 5.085 1.153
O 0.163 5.855 -0.697
C 1.260 0.798 0.677
F 2.273 0.792 1.605
F 0.125 1.059 1.420
C 1.105 -0.599 0.122
C 0.864 -1.604 1.067
C 0.635 -2.910 0.660
C 0.654 -3.233 -0.697
C 0.914 -2.239 -1.627
C 0.961 -2.570 -3.095
F 0.354 -1.627 -3.840
F 0.359 -3.745 -3.367
F 2.230 -2.667 -3.538
C 1.141 -0.924 -1.228
H 3.469 2.351 3.526
H 4.615 2.355 2.189
H 4.508 3.746 3.255
H 1.912 3.033 1.998
H 2.484 4.538 -0.012
H 3.505 3.798 -2.107
H 2.642 2.488 -2.658
H 4.386 1.346 0.397
H 3.409 0.432 -0.704
H 5.341 2.471 -1.886
H 5.883 0.939 -1.276
H 5.252 0.473 -4.667
H 1.059 1.578 -1.294
H -5.099 -1.655 0.843
H -0.559 4.728 1.626
H 0.323 5.921 -1.650
H 0.833 -1.353 2.120
H 0.426 -3.665 1.409
H 0.460 -4.250 -1.013
H 1.318 -0.174 -1.987
C -6.252 -6.832 1.902
N -4.827 -6.656 1.724
C -4.294 -5.321 1.506
C -3.965 -7.692 1.752
O -2.762 -7.587 1.613
H -6.798 -6.484 1.022
H -6.605 -6.277 2.773
H -6.472 -7.888 2.051
H -3.778 -5.270 0.547
H -3.577 -5.071 2.290
H -5.107 -4.602 1.515
H -4.460 -8.664 1.918
*
```

Values from the calculation:
SMILES: C[C@@H](I)[C@@H](I)[C@@](N)(CCC(=O)O)[C@H](O[C@@](F)(C(=O)C(F)(F)C(F)(F)C(F)(F)C(=O)O)P(=O)(O)O)C(F)(F)c1cccc(C(F)(F)F)c1.CN(C)C=O
Energy relative to the best compared isomer or geometry (same formula, charge and spin), eV: 0.000
HOMO-LUMO gap, eV: 9.08
Energy, Ha: -3966.04644